## i
DFT (ωB97M-V with the def2-TZVPD basis set) results for a molecular structure, C4H7NO.

Element x y z (Å)
1 C 1.34384 0.28236 -0.39039
2 C 0.49451 -0.15051 0.75058
3 C -0.90374 -0.49408 0.19766
4 O -1.81411 -0.52541 1.26609
5 C -1.22463 0.51292 -0.91607
6 N -0.11048 0.91841 -1.36255
7 H 0.60729 1.47340 -1.73908
8 H 2.09652 1.06398 -0.16153
9 H 1.81549 -0.51887 -0.97513
10 H 0.37153 0.65847 1.47782
11 H 0.87965 -1.03000 1.26515
12 H -0.86771 -1.47242 -0.31837
13 H -2.68815 -0.71826 0.90582

Properties
Frontier orbital gap   9.045 eV
Net charge   0
E_LUMO   0.97 eV


## ii
DFT (ωB97M-V with the def2-TZVPD basis set) results for C4H7NO in the gas phase.

Element x y z (Å)
1 C -1.19732 -0.61100 0.21082
2 O -0.21516 -1.43127 -0.40930
3 C 1.42724 -0.26791 0.15564
4 C 0.75168 1.02322 0.18533
5 N 0.15341 1.01009 -1.11996
6 C -0.71439 0.82688 0.01511
7 H -1.27797 -0.92692 1.25550
8 H -2.16253 -0.76156 -0.28698
9 H 1.45200 -0.98958 0.96992
10 H 2.16634 -0.41648 -0.62797
11 H 1.18414 1.91336 0.65932
12 H -0.07434 -0.96684 -1.27166
13 H -1.44533 1.60739 0.24478

Properties
Frontier orbital gap (spin up / spin down)   8.248 / 7.048 eV
Net charge   0
E_LUMO (spin up / spin down)   0.02 / -0.37 eV


## iii
DFT (ωB97M-V with the def2-TZVPD basis set) results for C4H7NO in the gas phase.

Element x y z (Å)
1 C 0.71362 -0.25859 1.03730
2 C 0.70745 -0.87073 -0.34551
3 O -0.62978 -0.96452 -0.77287
4 C -1.19492 0.31134 -1.04666
5 C -0.97897 1.40075 -0.01957
6 N -0.10921 1.01335 0.90589
7 H 1.74079 -0.01570 1.37533
8 H 0.12566 1.61601 1.68537
9 H 0.29884 -0.95457 1.78875
10 H 1.12580 -1.87997 -0.39902
11 H 1.30002 -0.21807 -1.00748
12 H -2.27059 0.13232 -1.17986
13 H -0.82873 0.68838 -2.02167

Properties
Frontier orbital gap   9.105 eV
Net charge   0
E_LUMO   0.90 eV


## iv
DFT (ωB97M-V with the def2-TZVPD basis set) results for 2 unconnected molecules or ions with the total composition C4H7NO.

Element x y z (Å)
1 C -1.49270 0.95373 0.52941
2 N -0.87164 0.36182 -0.64251
3 C 0.07194 -1.36750 -0.10816
4 C 1.27995 -0.94486 -0.35174
5 C 2.44976 -0.48877 0.03240
6 O -0.79328 -2.17020 -0.00805
7 H -1.55537 0.06484 -1.32988
8 H -0.10167 0.92346 -1.04666
9 H -2.11229 1.82441 0.29017
10 H -2.10883 0.19790 1.01466
11 H -0.71127 1.26031 1.22304
12 H 3.29236 -0.46951 -0.64546
13 H 2.65302 -0.14564 1.04279

Properties
Frontier orbital gap   8.894 eV
Net charge   0
E_LUMO   0.79 eV
SMILES string   C=C=C=O.CN


The structure with the most favorable energy is iii; the runner-up is 0.0183 hartree above it.


## i
DFT (ωB97M-V with the def2-TZVPD basis set) results for C4H7NO in the gas phase.

Element x y z (Å)
1 C 1.64133 0.00911 0.81756
2 C 0.46349 0.29794 -0.07702
3 C -0.15038 -0.77236 -0.88147
4 N -0.85053 -0.27675 0.29790
5 C -2.00848 0.47849 0.01576
6 O -2.43700 0.73762 -1.08265
7 H 1.83390 0.81266 1.53464
8 H 2.53899 -0.12031 0.20180
9 H 1.46693 -0.91783 1.37125
10 H 0.42540 1.29288 -0.52307
11 H -0.58420 -0.51228 -1.84193
12 H 0.20713 -1.79190 -0.76335
13 H -2.54659 0.76275 0.93058

Properties
Frontier orbital gap   11.060 eV
Net charge   0
E_LUMO   1.07 eV
SMILES string   C[C@H]1CN1C=O


## ii
DFT (ωB97M-V with the def2-TZVPD basis set) results for C4H7NO in the gas phase.

Element x y z (Å)
1 C -0.73779 1.82320 -0.87522
2 C -0.29745 0.50738 -0.31744
3 N -0.89777 -0.60398 -0.44423
4 C -0.12489 -1.58449 0.32090
5 C 1.10574 -0.80183 0.82946
6 O 0.84907 0.54901 0.41199
7 H -1.57599 2.21452 -0.29121
8 H -1.07394 1.69037 -1.90469
9 H 0.07620 2.55005 -0.84376
10 H -0.73620 -1.97982 1.14045
11 H 0.15332 -2.43316 -0.31297
12 H 2.04456 -1.12662 0.36983
13 H 1.21514 -0.80464 1.91689

Properties
Frontier orbital gap   10.366 eV
Net charge   0
E_LUMO   1.04 eV
SMILES string   CC1=NCCO1


## iii
DFT (ωB97M-V with the def2-TZVPD basis set) results for C4H7NO in the gas phase.

Element x y z (Å)
1 C 0.09215 0.34140 -1.01236
2 C 0.07260 1.25366 0.20073
3 O 0.87001 0.67640 1.23508
4 C 0.50619 -0.60260 1.50100
5 N -0.19103 -1.38145 0.79055
6 C -0.54027 -0.98118 -0.56926
7 H -0.43937 0.78495 -1.86239
8 H 1.13338 0.18784 -1.31688
9 H 0.47706 2.24926 0.01453
10 H -0.95249 1.34788 0.59108
11 H 0.90664 -0.92430 2.46130
12 H -1.63324 -0.93590 -0.66387
13 H -0.22089 -1.81481 -1.20215

Properties
Frontier orbital gap   10.603 eV
Net charge   0
E_LUMO   1.00 eV
SMILES string   C1=NCCCO1


The structure with the most favorable energy is ii; the runner-up is 0.0107 hartree above it.


## i
DFT (ωB97M-V with the def2-TZVPD basis set) results for C4H7NO in the gas phase.

Element x y z (Å)
1 C -1.69556 -0.49983 0.43636
2 C -0.27528 -0.48441 -0.07262
3 C 0.16074 0.53214 -1.08337
4 N 0.57542 0.62289 0.29873
5 C 1.91501 0.44239 0.60738
6 O 2.35916 -0.39710 1.34961
7 H -1.74486 -0.70142 1.51076
8 H -2.27312 -1.28120 -0.07014
9 H -2.16541 0.46974 0.24337
10 H 0.23549 -1.44743 -0.09452
11 H 0.90972 0.24893 -1.82091
12 H -0.54017 1.29688 -1.40817
13 H 2.53885 1.19845 0.10352

Properties
Frontier orbital gap   10.908 eV
Net charge   0
E_LUMO   0.98 eV
SMILES string   C[C@H]1CN1C=O


## ii
DFT (ωB97M-V with the def2-TZVPD basis set) results for 2 unconnected molecules or ions with the total composition C4H7NO.

Element x y z (Å)
1 C -2.40289 0.14253 0.27222
2 C -0.90742 0.08298 0.09538
3 N 2.02204 -1.02838 -0.66544
4 C 2.55706 -0.17491 0.10615
5 C -0.25760 0.91670 -0.68901
6 O 0.28605 1.68861 -1.37895
7 H -2.84138 -0.85170 0.14186
8 H -2.86193 0.80364 -0.46701
9 H -2.68027 0.50654 1.26759
10 H -0.31487 -0.66648 0.60505
11 H 1.81354 -1.89281 -0.15875
12 H 2.82091 0.80463 -0.30355
13 H 2.76676 -0.33135 1.17447

Properties
Frontier orbital gap   9.478 eV
Net charge   0
E_LUMO   0.82 eV
SMILES string   CC=C=O.C=N


## iii
DFT (ωB97M-V with the def2-TZVPD basis set) results for C4H7NO in the gas phase.

Element x y z (Å)
1 O 1.67430 0.87891 0.28857
2 C 1.05989 0.19045 -0.67574
3 C 0.35841 -1.17410 -0.24559
4 C -0.91652 -0.37396 0.06026
5 N -0.70720 0.35436 1.31656
6 C -0.34173 0.76785 -0.67013
7 H 0.28782 0.63305 1.42274
8 H 1.56040 0.13699 -1.66230
9 H 0.81346 -1.70087 0.59510
10 H 0.20811 -1.84063 -1.09965
11 H -1.92548 -0.77049 -0.04883
12 H -1.36009 1.11079 1.49077
13 H -0.71138 1.78765 -0.77177

Properties
Frontier orbital gap (spin up / spin down)   7.341 / 7.327 eV
Net charge   0
E_LUMO (spin up / spin down)   -0.72 / -0.72 eV


The structure with the most favorable energy is i; the runner-up is 0.0318 hartree above it.


## i
DFT (ωB97M-V with the def2-TZVPD basis set) results for C4H7NO in the gas phase.

Element x y z (Å)
1 C -0.92355 -1.22890 0.13227
2 C -0.08983 -0.02050 0.46189
3 C 1.23010 0.11393 -0.30000
4 O 0.02622 0.32523 1.80685
5 C 0.08450 0.99887 -0.56665
6 N -0.25168 1.97595 -1.28625
7 H -0.46486 -2.10318 0.60187
8 H -1.95115 -1.10586 0.48976
9 H -0.96480 -1.38467 -0.95122
10 H 2.04008 0.57144 0.26273
11 H 0.61381 2.05190 -1.82136
12 H 1.51000 -0.68536 -0.98415
13 H -0.85883 0.49114 2.15426

Properties
Frontier orbital gap   10.263 eV
Net charge   0
E_LUMO   0.84 eV
SMILES string   [H]/N=C1\C[C@@]1(C)O


## ii
DFT (ωB97M-V with the def2-TZVPD basis set) results for 2 unconnected molecules or ions with the total composition C4H7NO.

Element x y z (Å)
1 C -0.49136 -0.87853 -0.47945
2 C -0.14346 0.42693 0.14431
3 C 0.59079 1.47553 -0.61851
4 C 1.31126 0.80495 0.57783
5 H -1.72415 -1.86698 1.53648
6 H -1.64847 -2.65537 -0.23816
7 H -0.97327 0.66290 0.81218
8 H 0.88084 1.03931 -1.60648
9 H 0.24931 2.44590 -0.51847
10 H 1.30157 1.29784 1.58593
11 H 2.18074 0.09074 0.39692
12 N -1.60944 -1.49469 -0.10696
13 O 0.07564 -1.34853 -1.48561

Properties
Frontier orbital gap   8.863 eV
Net charge   0
E_LUMO   -0.97 eV


The structure with the most favorable energy is i; the runner-up is 0.0861 hartree above it.